[1]
Formula: C2H4N4O
Source: the OMol25 dataset
Level of theory: ωB97M-V/def2-TZVPD

Geometry as XYZ:
```
11
C2H4N4O (ωB97M-V/def2-TZVPD)
N -1.29135 -1.75162 -0.45559
C -0.54522 -0.66712 -0.03669
N -0.58943 -0.21422 1.19854
N 0.34785 0.78756 1.15327
C 0.85733 0.86512 -0.07736
O 1.79650 1.76976 -0.36899
N 0.32808 -0.03001 -0.87846
H -2.05718 -1.96210 0.16956
H -1.57872 -1.69342 -1.42208
H 0.57677 1.33003 1.96885
H 2.15136 1.54404 -1.23974
```

Results
HOMO energy in hartree: -0.31348
Structure (SMILES): Nc1n[nH]c(O)n1
LUMO energy in eV: 0.75
Net charge: 0
Relative energy (zero: lowest compared OMol25 entry of this formula, charge and spin) in kJ/mol: 14.8
Frontier orbital gap in eV: 9.28


[2]
Formula: H12O6
Source: the OMol25 dataset
Level of theory: ωB97M-V/def2-TZVPD

Geometry as XYZ:
```
18
H12O6 (ωB97M-V/def2-TZVPD)
O -0.18411 -0.49813 -0.55031
H -0.12323 -1.35675 -0.11800
H -0.60734 0.07446 0.10687
O 1.24728 -4.55004 -1.27978
H 0.44666 -4.07150 -1.04283
H 1.38417 -5.16982 -0.55500
O -1.26878 1.26656 1.85366
H -2.21929 1.41325 1.96005
H -0.89736 1.41397 2.73448
O -0.69060 3.10409 -0.10411
H 0.24328 3.20966 0.10675
H -1.05962 2.57592 0.63196
O 1.91207 0.86183 1.69511
H 1.09090 0.83087 1.19156
H 2.08350 -0.05405 1.93716
O -0.56401 0.66250 -3.01301
H -0.73762 0.31967 -2.11438
H -0.05589 -0.03250 -3.44019
```

Results
HOMO energy in hartree: -0.38197
Structure (SMILES): O.O.O.O.O.O
LUMO energy in eV: -0.20
Net charge: 0
Relative energy (zero: lowest compared OMol25 entry of this formula, charge and spin) in kJ/mol: 150.3
Frontier orbital gap in eV: 10.19


[3]
Formula: C2H6Cl2NO3P
Source: the OMol25 dataset
Level of theory: ωB97M-V/def2-TZVPD

Geometry as XYZ:
```
15
C2H6Cl2NO3P (ωB97M-V/def2-TZVPD)
C 1.76929 -0.12777 1.66353
C -2.32630 0.10075 -0.18169
N 0.71022 0.94961 -1.26209
O -0.21064 -1.54305 -1.42221
O 1.22076 -0.93938 0.55413
O -1.04021 0.10481 0.42437
P 0.14391 -0.50893 -0.50149
Cl 2.44501 0.78664 -1.38605
Cl -0.11404 0.94987 -2.78865
H 2.39329 0.76736 1.40779
H 2.41868 -0.85362 2.23303
H 0.74348 0.10719 2.21261
H -2.47372 1.03705 -0.76869
H -3.09632 -0.12742 0.73924
H -2.58341 -0.70311 -0.92383
```

Results
HOMO energy in hartree: -0.37321
LUMO energy in eV: -0.23
Net charge: 0
Relative energy (zero: lowest compared OMol25 entry of this formula, charge and spin) in kJ/mol: 0.0
Frontier orbital gap in eV: 9.93


[4]
Formula: C2HNOS2
Source: the OMol25 dataset
Level of theory: ωB97M-V/def2-TZVPD

Geometry as XYZ:
```
7
C2HNOS2 (ωB97M-V/def2-TZVPD)
C -1.72529 -0.29354 0.10835
C 0.39202 0.05163 0.11042
N -2.73497 0.15907 -0.13507
O -0.51142 -0.94738 0.23693
S 0.02916 1.61884 0.10094
S 1.91095 -0.78288 0.05858
H 2.63954 0.19426 -0.48014
```

Results
HOMO energy in hartree: -0.35509
Structure (SMILES): N#COC(=S)S
LUMO energy in eV: -0.57
Net charge: 0
Relative energy (zero: lowest compared OMol25 entry of this formula, charge and spin) in kJ/mol: 104.8
Frontier orbital gap in eV: 9.10


[5]
Formula: C11H10O2S
Source: the OMol25 dataset
Level of theory: ωB97M-V/def2-TZVPD

Geometry as XYZ:
```
24
C11H10O2S (ωB97M-V/def2-TZVPD)
C -3.67075 0.43092 0.28531
C -3.04442 1.68297 0.03010
C -2.94297 -0.78406 0.27189
C -1.68388 1.67681 -0.32000
C -1.54602 -0.72005 0.17274
C -0.92812 0.53854 -0.18268
C 0.69319 -1.94944 0.22771
C -0.76508 -1.98770 0.26524
C 1.52501 -0.87571 0.29702
C 1.46993 1.34685 -1.44735
C 2.97274 -1.00071 0.12688
O -1.40935 -3.01579 0.29320
O 0.90217 1.52862 1.26052
S 0.84558 0.78747 0.02020
H -4.58054 0.27805 0.75337
H -3.58846 2.57238 0.20729
H -3.34446 -1.76330 0.40794
H -1.15351 2.61288 -0.40938
H 1.04640 -2.93255 0.20184
H 0.81977 1.04683 -2.28866
H 2.48019 0.93136 -1.42723
H 3.47974 -0.07510 0.59024
H 3.36650 -0.89370 -0.88100
H 3.55814 -1.92266 0.49948
```

Results
HOMO energy (spin up / spin down) in hartree: -0.31197 / -0.31195
Structure (SMILES): C=[S@]1(=O)C(C)=CC(=O)c2ccccc21
LUMO energy (spin up / spin down) in eV: -0.90 / -0.90
Net charge: 0
Relative energy (zero: lowest compared OMol25 entry of this formula, charge and spin) in kJ/mol: 315.8
Frontier orbital gap (spin up / spin down) in eV: 7.58 / 7.58


[6]
Formula: C25H29N13SeTi
Source: the OMol25 dataset
Level of theory: ωB97M-V/def2-TZVPD

Geometry as XYZ:
```
69
C25H29N13SeTi (ωB97M-V/def2-TZVPD)
Ti -1.89270 -0.24212 0.89705
N 1.80167 -0.04825 2.23789
C 1.33004 0.81005 3.30500
C -0.19315 0.85883 3.33925
N -0.75391 1.23858 2.01153
H 2.32016 -0.85484 2.54545
H 2.30180 0.47185 1.52631
H 1.71182 1.82544 3.15592
H 1.67615 0.47204 4.28734
H -0.51261 1.59524 4.08371
H -0.60007 -0.11032 3.62677
H 0.00813 1.64604 1.44423
H -1.42428 2.00323 2.10923
N -3.47601 0.92189 -2.13002
C -3.24607 -0.43347 -1.98917
N -3.59121 -1.31018 -2.90641
N -3.20981 -2.50060 -2.37284
N -2.67935 -2.34127 -1.22439
N -2.67471 -1.00440 -0.92181
C -3.44656 1.79108 -1.06683
N -3.99357 2.99456 -1.08185
N -3.70038 3.50127 0.13619
N -3.02377 2.66280 0.82663
N -2.83310 1.53179 0.08544
H -4.06473 1.18730 -2.90063
C 2.48659 -2.75653 -1.25322
C 2.02875 -3.68099 -0.32476
C 0.94557 -3.39420 0.49414
C 0.30076 -2.16086 0.39052
C 0.77367 -1.23130 -0.54172
C 1.84909 -1.52402 -1.35858
N -0.78532 -1.80632 1.19416
N -1.04795 -2.64183 2.24506
C -2.15281 -2.21761 2.84975
C -2.62457 -2.89642 4.02208
C -3.75039 -2.47664 4.66094
C -4.48854 -1.35507 4.19129
C -4.05161 -0.68433 3.07939
C -2.88325 -1.06807 2.37569
H 3.33686 -2.98448 -1.88545
H 2.52048 -4.64411 -0.23557
H 0.57552 -4.10402 1.21880
H 0.34043 -0.23459 -0.60727
H 2.20462 -0.77792 -2.05934
H -2.06094 -3.75240 4.37649
H -4.09363 -3.00505 5.54525
H -5.38310 -1.03613 4.71370
H -4.61643 0.17796 2.73334
C 3.05904 0.47039 -5.28578
C 2.83706 1.06658 -3.92003
C 3.87989 1.23095 -3.02002
C 3.68168 1.75318 -1.74431
C 4.86063 1.87965 -0.82182
C 2.39507 2.14817 -1.32936
Se 2.13097 2.92174 0.40012
C 1.32885 1.97384 -2.23677
C -0.08216 2.35708 -1.88446
C 1.56741 1.44272 -3.50018
H 4.11603 0.25046 -5.44773
H 2.73252 1.14901 -6.07860
H 2.50146 -0.46191 -5.40698
H 4.88361 0.93021 -3.31126
H 5.77172 1.52388 -1.30928
H 4.69435 1.31224 0.09695
H 4.99618 2.91582 -0.50443
H -0.26008 2.25394 -0.81580
H -0.80146 1.75706 -2.44535
H -0.27312 3.40995 -2.11319
H 0.72269 1.30343 -4.17036
```

Results
HOMO energy (spin up / spin down) in hartree: -0.04677 / -0.04697
LUMO energy (spin up / spin down) in eV: 4.58 / 4.58
Net charge: -2
Relative energy (zero: lowest compared OMol25 entry of this formula, charge and spin) in kJ/mol: 92.4
Frontier orbital gap (spin up / spin down) in eV: 5.85 / 5.86


[7]
Formula: C5H9NS
Source: the OMol25 dataset
Level of theory: ωB97M-V/def2-TZVPD

Geometry as XYZ:
```
16
C5H9NS (ωB97M-V/def2-TZVPD)
C -1.29156 0.63543 -0.49215
C -1.70020 -0.97051 -0.21322
C -0.78571 -2.17273 -0.05614
C 1.07962 0.99420 0.21275
C -0.36317 1.63326 0.22965
N -2.96482 -0.86368 0.08913
S -3.03053 0.81055 0.04816
H -1.27033 0.72135 -1.55148
H -0.19784 -1.90412 0.81612
H -0.07561 -2.28742 -0.77638
H -1.47577 -3.11926 0.12884
H 1.44089 0.87006 -0.73440
H 1.07445 -0.01460 0.69722
H 1.66416 1.76367 0.87429
H -0.31003 2.45125 -0.46793
H -0.69197 1.70354 1.22852
```

Results
HOMO energy in hartree: -0.30122
LUMO energy in eV: 0.88
Net charge: 0
Relative energy (zero: lowest compared OMol25 entry of this formula, charge and spin) in kJ/mol: 246.9
Frontier orbital gap in eV: 9.07


[8]
Formula: C4H11NO3
Source: the OMol25 dataset
Level of theory: ωB97M-V/def2-TZVPD

Geometry as XYZ:
```
19
C4H11NO3 (ωB97M-V/def2-TZVPD)
C -0.52954 -0.75579 0.81504
C -0.69100 -1.95270 -0.19592
O 0.56184 -2.32407 -0.73620
C 0.20204 0.46529 0.30964
N 1.37507 0.28521 -0.29616
C 2.32966 1.39055 -0.45785
O -0.17539 1.57082 0.72211
H -1.53380 -0.53837 1.16291
H 0.06165 -1.17826 1.64892
H -1.27023 -1.59061 -1.05169
H -1.18375 -2.87340 0.20242
H 0.91122 -3.05620 -0.23495
H 1.70705 -0.60772 -0.60991
H 3.32433 1.04663 -0.75362
H 1.92587 2.04394 -1.23127
H 2.46553 1.81338 0.53929
H -1.82448 1.46460 0.40152
H -2.75206 1.12363 -0.91355
O -2.71903 1.28486 0.03096
```

Results
HOMO energy in hartree: -0.36644
Structure (SMILES): CNC(=O)CCO.O
LUMO energy in eV: 0.49
Net charge: 0
Relative energy (zero: lowest compared OMol25 entry of this formula, charge and spin) in kJ/mol: 116.6
Frontier orbital gap in eV: 10.46